No. 1
Computed, not measured: a molecular structure, C46H24Cl5N14OPb, with wB97M-V/def2-TZVPD.

Geometry as XYZ:
```
91
Properties=species:S:1:pos:R:3:forces:R:3
Pb -0.167 0.257 -0.777 -0.180 0.079 -0.370
C -6.688 1.897 -0.929 0.009 0.035 0.005
C -6.863 0.521 -0.999 0.012 -0.027 0.002
C -5.820 -0.359 -0.702 -0.035 0.042 -0.008
C -4.619 0.204 -0.334 0.038 -0.088 0.005
C -3.306 -0.388 0.009 -0.060 -0.077 -0.066
N -3.104 -1.725 -0.110 -0.008 0.069 0.022
C -2.020 -2.353 0.236 0.102 -0.056 0.026
C -1.871 -3.807 -0.041 -0.053 0.055 -0.034
C -2.697 -4.704 -0.675 0.016 -0.045 0.002
C -2.235 -6.017 -0.795 -0.020 0.031 0.004
C -0.998 -6.394 -0.288 0.020 -0.015 0.008
C -0.166 -5.472 0.350 -0.029 -0.007 -0.012
C -0.629 -4.179 0.456 0.067 0.005 0.011
C -0.060 -2.923 0.994 -0.097 0.016 0.007
N 1.114 -2.837 1.594 0.107 0.030 -0.093
C 2.501 -0.981 0.549 -0.021 0.058 -0.033
N 1.726 0.227 0.927 -0.030 -0.115 0.049
C 2.496 1.258 0.934 0.041 0.119 0.071
N 2.110 2.520 1.332 0.086 -0.123 -0.065
C 0.929 2.982 1.202 -0.246 0.108 -0.021
N -0.169 2.432 0.486 0.301 -0.045 0.194
C -1.233 3.129 0.792 -0.049 0.073 0.066
N -2.516 2.939 0.376 0.059 0.006 -0.007
C -3.042 1.790 0.158 -0.057 -0.128 -0.054
N -2.426 0.541 0.309 0.040 0.084 0.255
C -4.445 1.580 -0.262 0.054 0.108 0.001
C -5.464 2.456 -0.554 -0.032 -0.040 -0.012
C -0.905 4.282 1.658 -0.065 -0.011 -0.046
C -1.682 5.291 2.183 0.025 0.004 0.026
C -1.029 6.245 2.964 -0.006 0.000 -0.008
C 0.339 6.169 3.200 -0.001 -0.009 -0.001
C 1.112 5.137 2.667 -0.018 0.019 0.012
C 0.459 4.206 1.891 0.083 -0.016 -0.002
C 3.892 0.911 0.614 -0.046 0.011 0.031
C 5.027 1.694 0.517 0.007 0.004 -0.013
C 6.220 1.056 0.202 -0.001 -0.010 -0.003
C 6.260 -0.320 0.001 -0.003 0.000 0.002
C 5.111 -1.102 0.102 -0.011 -0.004 0.004
C 3.925 -0.466 0.412 0.051 -0.023 0.010
N -0.882 -1.885 0.857 -0.005 0.077 -0.007
H -7.516 2.549 -1.174 -0.005 -0.007 0.002
H -7.826 0.125 -1.293 0.001 0.001 -0.003
H -5.944 -1.431 -0.763 0.001 -0.002 0.003
H -3.658 -4.398 -1.064 -0.001 -0.001 0.002
H -2.853 -6.756 -1.288 0.008 -0.008 0.001
H -0.671 -7.419 -0.393 -0.004 -0.001 -0.002
H 0.797 -5.777 0.737 -0.002 0.000 0.002
H -5.320 3.527 -0.504 -0.001 0.001 -0.001
H -2.745 5.340 1.993 -0.001 0.006 -0.002
H -1.595 7.061 3.392 0.001 -0.002 0.006
H 0.812 6.928 3.810 0.001 0.002 -0.002
H 2.176 5.072 2.849 0.001 0.000 -0.005
H 4.979 2.762 0.679 0.001 0.000 0.008
H 7.131 1.632 0.112 -0.001 0.002 0.002
H 7.202 -0.794 -0.239 0.003 0.005 -0.003
H 5.159 -2.169 -0.063 0.003 -0.002 -0.001
Cl 1.166 4.651 -7.035 -0.005 -0.013 0.015
C 0.520 3.686 -5.765 -0.029 0.005 -0.031
C 1.307 3.330 -4.677 0.049 0.008 0.025
Cl 2.945 3.855 -4.594 -0.035 -0.015 -0.004
C 0.775 2.552 -3.656 0.056 0.001 0.089
Cl 1.791 2.102 -2.309 -0.016 0.000 -0.097
C -0.558 2.101 -3.654 -0.092 0.079 -0.119
O -1.077 1.386 -2.708 0.037 0.057 0.227
C -1.324 2.477 -4.783 -0.008 -0.080 0.029
Cl -2.958 1.913 -4.832 0.006 0.047 -0.006
C -0.805 3.245 -5.812 -0.002 0.019 -0.013
Cl -1.794 3.662 -7.155 0.013 -0.004 0.020
N -1.666 -1.117 -3.832 0.098 -0.379 -0.069
C -0.675 -1.997 -3.669 -0.326 -0.005 -0.040
N -0.587 -3.037 -4.503 0.095 -0.001 0.026
C 0.412 -3.877 -4.257 -0.015 -0.030 -0.084
N 0.545 -4.944 -5.058 -0.009 0.040 0.013
N 1.314 -3.761 -3.247 -0.077 0.069 0.003
C 1.109 -2.699 -2.496 0.219 -0.102 0.087
N 0.158 -1.792 -2.621 0.014 -0.094 -0.180
C 2.015 -2.527 -1.296 0.032 -0.151 -0.054
C 2.835 -3.689 -0.906 -0.043 0.073 0.023
C 3.008 -4.077 0.352 0.029 -0.023 0.012
C 2.426 -3.447 1.563 -0.018 -0.003 0.027
C 2.235 -1.951 1.695 -0.017 -0.021 0.076
N 1.928 -1.406 -0.717 -0.023 0.143 0.296
H -2.238 -1.201 -4.655 -0.023 0.016 0.006
H -1.647 -0.236 -3.320 0.025 0.201 -0.207
H -0.044 -5.017 -5.868 0.002 -0.011 -0.002
H 1.345 -5.541 -4.956 0.003 0.000 0.007
H 3.261 -4.262 -1.718 -0.020 -0.011 -0.023
H 3.625 -4.945 0.549 -0.015 -0.010 -0.002
H 2.662 -3.958 2.489 0.013 -0.009 -0.010
H 2.384 -1.511 2.675 0.033 0.014 -0.007
```
Positions in Å, forces in eV/Å.

Summary:
Charge: +1
Spin multiplicity: 1
E_HOMO (eV): -9.6613

***

No. 2
Computed, not measured: 2 unconnected molecules or ions with the total composition C2HN2 at a distorted geometry, with wB97M-V/def2-TZVPD.

Geometry as XYZ:
```
5
Properties=species:S:1:pos:R:3:forces:R:3
C -2.142 0.431 0.208 2.116 0.468 4.182
C 0.479 -0.791 0.244 -3.048 -1.385 0.282
N 2.511 0.357 0.020 2.515 1.119 -0.054
N 1.610 -0.276 0.270 -0.371 0.576 -0.328
H -2.458 0.279 -0.742 -1.212 -0.778 -4.081
```
Positions in Å, forces in eV/Å.

Summary:
Relative energy (zero: lowest compared OMol25 entry of this formula, charge and spin) (kJ/mol): 942.8
Charge: +1
Spin multiplicity: 1
E_HOMO (alpha / beta) (eV): -15.1115 / -16.1829

***

No. 3
Computed, not measured: a single CH2N2O3S molecule at a distorted geometry, with wB97M-V/def2-TZVPD.

Geometry as XYZ:
```
9
Properties=species:S:1:pos:R:3:forces:R:3
C 0.017 -0.123 -1.259 -0.414 0.280 -0.272
N 0.622 0.492 1.017 0.909 -1.631 -3.087
N 0.365 0.334 -0.193 -0.222 0.831 3.313
O -1.602 -1.954 -0.012 0.002 0.317 -0.989
O -2.505 -0.028 -1.239 -0.129 -0.125 -0.123
O -1.456 -1.852 -2.506 -0.178 -0.198 0.288
S -1.688 -1.210 -1.246 0.018 -0.313 0.975
H 0.082 0.095 -2.337 0.756 0.354 0.893
H 0.089 1.103 1.633 -0.740 0.484 -0.999
```
Positions in Å, forces in eV/Å.

Summary:
Relative energy (zero: lowest compared OMol25 entry of this formula, charge and spin) (kJ/mol): 330.8
Spin multiplicity: 1
E_HOMO (eV): -10.8383

***

No. 4
Computed, not measured: a single C5H8O4 molecule at a distorted geometry, with wB97M-V/def2-TZVPD.

Geometry as XYZ:
```
17
Properties=species:S:1:pos:R:3:forces:R:3
C 1.854 -0.173 -0.459 0.097 0.266 -0.422
C 0.703 0.437 -0.943 0.191 -0.106 0.062
C 2.062 -0.711 0.775 -0.129 -0.183 0.235
C -0.506 0.638 -0.142 -1.114 -0.945 0.089
C -1.281 -0.683 0.169 1.055 0.838 1.120
O -1.494 1.385 -0.815 0.180 0.472 -0.270
O -0.303 1.284 1.111 0.103 0.143 -0.123
O -1.148 -1.767 -0.582 -0.195 -0.571 -0.722
O -2.511 -0.503 0.679 -0.357 -0.060 -0.070
H 2.692 -0.206 -1.146 0.038 -0.012 -0.080
H 0.636 0.738 -1.975 0.066 0.076 -0.137
H 3.012 -1.144 1.023 0.224 -0.141 0.020
H 1.285 -0.808 1.514 -0.202 0.111 0.154
H -1.104 2.231 -1.067 -0.054 0.053 0.071
H 0.619 1.165 1.364 0.015 0.010 0.030
H -1.985 -2.257 -0.600 0.141 0.140 0.055
H -2.530 0.372 1.093 -0.058 -0.091 -0.013
```
Positions in Å, forces in eV/Å.

Summary:
Relative energy (zero: lowest compared OMol25 entry of this formula, charge and spin) (kJ/mol): 398.8
Spin multiplicity: 1
E_HOMO (alpha / beta) (eV): -7.9468 / -6.3424

***

No. 5
Computed, not measured: 2 unconnected molecules or ions with the total composition C4H7F3N2O2 at a distorted geometry, with wB97M-V/def2-TZVPD.

Geometry as XYZ:
```
18
Properties=species:S:1:pos:R:3:forces:R:3
C -1.219 -0.195 1.481 1.223 1.653 1.455
C 0.865 0.199 -0.712 -1.288 -1.199 1.577
C -0.501 -1.006 0.408 3.020 1.059 2.057
C 1.711 0.964 0.318 0.862 -0.275 0.642
N 0.143 0.874 -1.631 1.680 -0.238 -0.418
N -1.246 -1.320 -0.721 2.502 -0.275 1.562
O -0.931 -2.333 -1.267 0.169 -3.109 -1.997
O -1.860 -0.444 -1.221 -3.512 2.470 -1.424
F 3.028 1.047 0.021 -0.379 -0.219 -0.885
F 1.744 0.272 1.502 -0.634 0.905 -0.596
F 1.337 2.252 0.484 -0.577 -0.910 0.310
H -2.123 0.295 1.036 0.767 -0.541 0.651
H -1.428 -0.761 2.433 -0.249 0.122 -1.290
H -0.524 0.654 1.953 -1.454 -1.596 -1.407
H 1.400 -0.656 -1.082 0.271 -0.227 -0.220
H 0.224 -1.848 0.681 -1.575 1.241 -0.154
H -0.287 0.330 -2.358 -0.060 0.158 -0.103
H -0.333 1.677 -1.327 -0.766 0.980 0.241
```
Positions in Å, forces in eV/Å.

Summary:
Relative energy (zero: lowest compared OMol25 entry of this formula, charge and spin) (kJ/mol): 214.7
Spin multiplicity: 1
E_HOMO (eV): -9.0614

***

No. 6
Computed, not measured: a single C5H6N2O molecule at a distorted geometry, with wB97M-V/def2-TZVPD.

Geometry as XYZ:
```
14
Properties=species:S:1:pos:R:3:forces:R:3
C -0.123 -2.076 1.264 3.226 0.022 -4.793
C -0.496 -1.352 -0.027 -2.018 1.212 -0.962
C -0.116 0.117 -0.103 0.396 0.005 0.302
C 1.328 1.772 -0.330 -9.909 -0.359 1.777
C 0.017 2.239 0.035 3.321 -8.099 -1.413
H 0.978 -2.019 1.434 -0.559 -0.497 -0.510
H -0.461 -1.654 2.080 -2.400 2.466 3.953
H -0.508 -3.011 1.100 -0.488 -2.701 0.214
H 1.988 -0.207 -0.669 -2.608 1.881 0.888
H 2.134 2.240 -0.380 6.891 3.891 -0.794
H -0.096 3.167 0.147 -2.034 7.100 1.175
N 1.173 0.484 -0.383 2.567 -5.683 -1.098
N -0.874 1.162 0.194 1.942 0.794 -0.734
O -1.224 -1.780 -0.928 1.675 -0.032 1.995
```
Positions in Å, forces in eV/Å.

Summary:
Relative energy (zero: lowest compared OMol25 entry of this formula, charge and spin) (kJ/mol): 200.5
Spin multiplicity: 1
E_HOMO (eV): -8.7002
SMILES: CC(=O)c1ncc[nH]1

***

no.,DFT total energy (a.u.)
1,-5102.9383
2,-185.5571
3,-772.5808
4,-496.1507
5,-716.0503
6,-378.7946